1.
The following is a quantum chemistry calculation of C3H5ClO2S as an isolated structure in a non-equilibrium geometry, from the OMol25 dataset.

Computed properties:
Gap between HOMO and LUMO (spin up / spin down)   7.9 / 7.9 eV
Lowest unoccupied orbital energy (spin up / spin down)   -1.5 / -1.5 eV
Energy   -1126.0007 a.u.
ΔE to the lowest compared entry with this formula, charge and spin   96.6 kcal/mol
Largest force on an atom   7.272 eV Å⁻¹
Total charge   0

```
12
C3H5ClO2S (ωB97M-V/def2-TZVPD)
Cl -2.59769 -0.56488 0.08669
S 0.52514 2.36259 1.13002
O 1.78427 2.96160 0.73253
O 0.03848 2.32487 2.49277
C 0.35364 0.64808 -1.06278
C 0.17980 0.90469 0.37270
C -1.57293 0.34860 1.12591
H 1.35564 0.54171 -1.34364
H -1.23339 -0.17083 1.90122
H -1.95458 1.46419 1.43371
H 0.08921 1.54605 -1.75617
H -0.33426 -0.22152 -1.30023
```

---

2.
The following is a quantum chemistry calculation of C18H23BrFIO4PRe as an isolated structure in a non-equilibrium geometry, from the OMol25 dataset.

Computed properties:
Gap between HOMO and LUMO (spin up / spin down)   8.0 / 6.4 eV
Lowest unoccupied orbital energy (spin up / spin down)   -2.9 / -4.3 eV
Spin multiplicity   4
Energy   -4391.5314 a.u.
Largest force on an atom   2.320 eV Å⁻¹
Total charge   +1

```
50
C18H23BrFIO4PRe (ωB97M-V/def2-TZVPD)
Re 0.29689 -0.07543 0.21914
I -2.23371 0.97207 0.63804
Br -2.48851 -2.01683 2.39254
P 1.03689 2.25967 0.24814
F 6.42799 -0.42293 -0.29816
O -1.37291 -2.23303 -0.54266
O 0.60589 3.77547 0.66244
O 2.59479 2.54217 0.06254
O 0.59999 2.12437 -1.30786
C -1.82551 -3.54713 -0.87096
C -6.13251 -1.97553 0.41074
C -3.91671 -0.32883 0.56484
C 2.32689 -0.52903 0.11014
C 2.93089 -0.43193 -1.15116
C 4.30099 -0.39243 -1.29936
C 0.77669 -3.19253 -0.09206
C -6.12161 -0.76233 -0.25956
C 4.54599 -0.64133 1.09674
C 1.10209 3.02607 -2.29646
C -0.72221 4.22507 0.84244
C 3.16809 -0.65593 1.22384
C -5.04541 -2.35453 1.17774
C -0.13061 -2.00303 -0.15616
C 3.45619 2.81027 1.16254
C -3.93891 -1.52133 1.27204
C -5.00881 0.05737 -0.19486
C 5.09349 -0.48383 -0.16646
H -1.35161 3.96437 -0.01246
H 2.72849 -0.78563 2.20534
H 0.34079 -3.97693 0.52564
H 0.37449 3.05487 -3.10286
H 4.76279 -0.28513 -2.26806
H -5.05431 -3.28733 1.72154
H 3.28049 2.11227 1.98264
H -1.22121 -3.96483 -1.67486
H 3.31759 3.83267 1.51454
H 0.92349 -3.60023 -1.09476
H 1.23619 4.02027 -1.87116
H -6.98801 -2.62753 0.33934
H -0.67051 5.31227 0.92144
H 2.30039 -0.38973 -2.03376
H -2.85771 -3.44763 -1.19816
H 2.06019 2.66417 -2.66706
H 5.19449 -0.74053 1.95214
H 1.74399 -2.92413 0.31474
H -4.98801 0.99877 -0.71956
H -6.98241 -0.45033 -0.82866
H 4.46889 2.67717 0.78724
H -1.78021 -4.20123 0.00274
H -1.16461 3.81977 1.75574
```

---

3.
The following is a quantum chemistry calculation of a 2-piece molecular cluster, C5H11NO overall in a non-equilibrium geometry, from the OMol25 dataset.

Computed properties:
Gap between HOMO and LUMO (spin up / spin down)   3.2 / 6.0 eV
Lowest unoccupied orbital energy (spin up / spin down)   3.6 / 3.6 eV
Spin multiplicity   2
Energy   -327.0017 a.u.
ΔE to the lowest compared entry with this formula, charge and spin   46.0 kcal/mol
Largest force on an atom   2.699 eV Å⁻¹
Total charge   -1

```
18
C5H11NO (ωB97M-V/def2-TZVPD)
O 1.26664 -1.87182 1.75143
N 0.61922 0.11418 -0.91256
C -0.46408 0.43705 -0.06091
C 1.98229 0.52528 -1.04678
C -1.66842 -0.29978 -0.39508
C -0.28418 1.27569 0.99479
C -2.92847 -0.07070 0.10856
H 1.99586 1.52548 -1.54558
H -3.16765 0.77988 0.74220
H -1.52372 -0.79356 -1.36617
H -3.71836 -0.69104 -0.28059
H 1.23340 -2.80749 1.53080
H 1.58492 -1.45360 0.94531
H 0.42423 -0.71198 -1.45071
H 0.65161 1.85031 1.05872
H 2.49155 0.82020 -0.10812
H 2.58823 -0.15518 -1.64273
H -1.08306 1.52707 1.67742
```

---

4.
The following is a quantum chemistry calculation of one molecule with the formula C4H8OS2 in a non-equilibrium geometry, from the OMol25 dataset.

Computed properties:
Gap between HOMO and LUMO   9.3 eV
Lowest unoccupied orbital energy   0.6 eV
Energy   -1028.7995 a.u.
ΔE to the lowest compared entry with this formula, charge and spin   14.8 kcal/mol
Largest force on an atom   1.240 eV Å⁻¹
SMILES string   CSSCCC=O
Total charge   0

```
15
C4H8OS2 (ωB97M-V/def2-TZVPD)
S -0.15899 -0.96118 -1.24834
S -1.63321 -0.92053 0.14181
O 1.02284 3.11380 -1.33879
C 0.27364 2.54063 -0.59447
C 1.14801 0.23474 -0.70662
C 0.72294 1.34408 0.24350
C -1.40757 -2.51295 0.97627
H -1.08722 -3.32903 0.33202
H -2.34842 -2.87755 1.38616
H -0.81494 2.71872 -0.66551
H -0.69544 -2.35095 1.78056
H 1.93889 -0.40067 -0.31775
H 1.47621 0.66655 -1.64874
H 1.65308 1.63724 0.73764
H -0.08982 1.09709 0.92225
```

---

5.
The following is a quantum chemistry calculation of one molecule with the formula C4H7NO2, from the OMol25 dataset.

Computed properties:
Gap between HOMO and LUMO   8.1 eV
Lowest unoccupied orbital energy   0.9 eV
Energy   -361.7287 a.u.
ΔE to the lowest compared entry with this formula, charge and spin   95.5 kcal/mol
Largest force on an atom   0.706 eV Å⁻¹
Total charge   0

```
14
C4H7NO2 (ωB97M-V/def2-TZVPD)
O 0.59451 -0.97071 0.49618
O 2.95556 -0.69092 0.33821
N 1.40589 1.06635 0.06867
C -1.79117 -0.72553 -0.22146
C -0.06990 1.14598 0.25684
C -0.41469 -0.14342 -0.38707
C 1.89794 -0.14495 0.24880
H 0.26756 -0.49026 1.33905
H 0.01464 -0.36424 -1.38217
H 2.04462 1.84680 0.03474
H -2.14405 -0.60373 0.80606
H -2.47306 -0.18376 -0.88589
H -1.81082 -1.78375 -0.49931
H -0.47703 2.04215 -0.21267
```

---

6.
The following is a quantum chemistry calculation of a 3-piece molecular cluster, C6H14O2 overall in a non-equilibrium geometry, from the OMol25 dataset.

Computed properties:
Gap between HOMO and LUMO   9.4 eV
Lowest unoccupied orbital energy   0.7 eV
Energy   -387.4212 a.u.
ΔE to the lowest compared entry with this formula, charge and spin   54.2 kcal/mol
Largest force on an atom   2.227 eV Å⁻¹
SMILES string   C=C/C=C/CC.O.O
Total charge   0

```
22
C6H14O2 (ωB97M-V/def2-TZVPD)
O -1.00961 3.19508 0.42455
O 3.12471 -1.91646 1.54312
C -0.38656 -0.10847 -0.51696
C 0.10186 -0.94694 0.40602
C -0.41730 -1.30254 1.69668
C -0.61345 0.08294 -3.00932
C 0.25379 0.40355 -1.77083
C -1.06206 -0.58111 2.61796
H -1.62919 0.34216 -2.65409
H -0.41384 -2.35878 1.93207
H 1.21989 -0.07524 -1.89179
H 3.68328 -1.14270 1.63633
H -1.41667 0.23979 -0.33186
H -0.33340 0.66604 -3.87586
H -1.55421 -0.93764 3.50849
H 0.36777 1.50115 -1.71223
H -1.19859 0.49187 2.43551
H -1.44621 2.99245 1.26735
H 0.95619 -1.47948 -0.00783
H -0.28871 3.71408 0.80847
H 2.67136 -1.79571 0.72147
H -0.60905 -0.98403 -3.22724
```

---

7.
The following is a quantum chemistry calculation of one molecule with the formula C17H14N4O3 in a non-equilibrium geometry, from the OMol25 dataset.

Computed properties:
Gap between HOMO and LUMO   8.2 eV
Lowest unoccupied orbital energy   -0.1 eV
Energy   -1100.4672 a.u.
ΔE to the lowest compared entry with this formula, charge and spin   298.8 kcal/mol
Largest force on an atom   17.387 eV Å⁻¹
SMILES string   COC(=O)c1ccc(/C=N/NC(=O)c2ccc3nc[nH]c3c2)cc1
Total charge   0

```
38
C17H14N4O3 (ωB97M-V/def2-TZVPD)
O -1.03604 5.27506 2.21939
O 2.39911 -4.78411 0.72903
O -1.84227 4.51430 0.15064
N 1.72662 -2.80612 1.43163
N -1.73654 -2.22952 -2.81890
N -0.55464 -2.94160 -4.55848
N 1.24697 -1.56842 1.30890
C -0.56301 -2.72264 -2.38762
C 1.85481 -3.59071 0.36135
C 1.81699 -4.24203 -1.94767
C 0.46833 0.62829 1.62826
C 1.30865 -3.92355 -3.39756
C -0.10965 -2.97392 -1.09317
C -1.92855 6.53191 2.03496
C -1.44473 -2.20519 -4.41043
C 1.32409 -3.53797 -0.93712
C 0.12312 0.92977 0.37979
C -0.03752 2.79709 2.53706
C -1.26843 4.31953 1.14410
C 1.11357 -0.76915 2.10255
C -0.53135 3.14559 1.28444
C 0.50413 1.60293 2.88622
C 0.28828 -3.33251 -3.28521
C -0.34315 2.19795 0.43600
H 1.85144 -4.40180 -4.21921
H -0.38469 -2.45427 -0.10213
H -0.41828 3.42694 3.51016
H -2.15601 6.70641 0.98715
H -2.31737 -1.57915 -2.31639
H -2.75479 6.76232 2.64034
H -1.12737 7.40756 2.30617
H 0.27775 0.26949 -0.29375
H -1.00645 2.47320 -0.68942
H 2.24766 -2.96802 2.31240
H 2.73854 -4.67635 -1.73084
H 1.00677 1.42671 3.74822
H 1.46201 -0.75515 2.91722
H -2.19800 -1.95286 -4.86811
```